Record 1
{
  "formula": "C24H43ClP2Sc",
  "method": "wB97M-V/def2-TZVPD",
  "symbols": ["Sc", "C", "C", "C", "C", "C", "C", "H", "H", "H", "C", "H", "H", "H", "C", "H", "H", "H", "C", "H", "H", "H", "C", "H", "H", "H", "C", "C", "C", "C", "C", "C", "C", "C", "H", "H", "H", "H", "H", "H", "H", "H", "H", "H", "H", "H", "P", "C", "C", "P", "C", "C", "C", "H", "H", "H", "H", "H", "H", "H", "H", "H", "H", "H", "H", "H", "H", "Cl", "C", "H", "H"],
  "positions_angstrom": [[1.804, 0.039, -1.426], [0.239, -0.474, 0.504], [0.405, -1.712, -0.196], [2.482, -1.070, 0.613], [1.515, -0.093, 1.033], [1.774, -2.108, -0.085], [-1.048, 0.160, 0.886], [-1.903, -0.419, 0.520], [-1.132, 1.177, 0.484], [-1.135, 0.228, 1.978], [1.738, 1.009, 1.998], [1.137, 1.896, 1.755], [2.791, 1.307, 2.033], [1.448, 0.698, 3.015], [3.934, -1.024, 0.914], [4.097, -0.860, 1.988], [4.435, -0.199, 0.379], [4.428, -1.965, 0.631], [2.298, -3.443, -0.471], [1.880, -4.219, 0.190], [3.386, -3.487, -0.381], [2.019, -3.721, -1.497], [-0.682, -2.555, -0.768], [-0.878, -3.432, -0.131], [-0.415, -2.932, -1.763], [-1.616, -1.994, -0.868], [-3.855, 2.582, -2.702], [-4.721, 2.320, -3.698], [-4.458, 1.547, -4.957], [-2.979, 1.596, -5.450], [-2.212, 0.385, -4.951], [-2.616, -0.215, -3.764], [-2.470, 0.457, -2.470], [-2.479, 2.008, -2.531], [-5.068, 1.956, -5.785], [-2.496, 2.552, -5.182], [-4.756, 0.484, -4.826], [-1.785, 2.366, -3.311], [-4.172, 3.258, -1.896], [-5.761, 2.668, -3.628], [-2.075, 2.391, -1.575], [-3.296, 0.130, -1.805], [-2.990, -1.240, -3.722], [-1.527, 0.130, -1.967], [-2.969, 1.540, -6.557], [-1.889, -0.244, -5.794], [0.063, 1.031, -4.479], [0.156, 2.868, -4.522], [0.417, 0.817, -6.301], [1.412, -1.228, -3.278], [1.699, 0.515, -3.871], [0.840, -2.260, -4.650], [3.220, -1.528, -3.011], [0.323, 3.282, -3.523], [-0.755, 3.295, -4.955], [0.999, 3.133, -5.171], [1.047, 1.656, -6.609], [-0.499, 0.851, -6.900], [0.940, -0.120, -6.511], [3.786, -1.099, -3.847], [3.372, -2.609, -2.949], [3.624, -1.084, -2.078], [2.044, 1.281, -3.122], [2.443, 0.495, -4.679], [1.016, -3.312, -4.341], [1.431, -2.045, -5.560], [-0.238, -2.164, -4.882], [1.584, 2.576, -1.049], [3.221, 1.796, -1.179], [3.756, 2.282, -2.016], [3.737, 1.921, -0.221]],
  "atomic_forces_ev_per_a": [[-0.757, 0.870, 4.414], [1.030, -0.796, -0.070], [0.504, 0.633, 0.614], [-1.332, 0.032, 0.054], [0.127, -0.841, -0.997], [-0.137, 1.308, -0.009], [-0.443, 0.348, -0.109], [0.138, 0.170, 0.080], [-0.099, -0.052, 0.122], [0.031, -0.008, -0.214], [0.046, 0.547, 0.303], [0.184, -0.184, 0.059], [-0.164, 0.013, 0.033], [0.114, 0.034, -0.273], [0.691, -0.010, 0.253], [0.085, -0.101, -0.261], [-0.052, -0.316, 0.235], [-0.057, 0.315, 0.139], [0.105, -0.394, -0.198], [0.121, 0.207, -0.178], [-0.132, -0.083, -0.091], [0.057, -0.059, 0.174], [-0.239, -0.283, -0.152], [0.031, 0.240, -0.149], [-0.107, -0.017, 0.154], [0.142, -0.140, -0.010], [-0.965, 0.206, -0.393], [0.037, 0.158, 0.529], [0.330, -0.034, -0.709], [0.562, 0.835, -0.135], [-2.169, -2.276, 0.820], [0.439, -0.019, -1.403], [-1.464, 0.935, 0.494], [0.645, -0.018, 0.364], [0.030, -0.056, 0.538], [-0.652, -0.176, -0.242], [0.106, 0.670, -0.217], [-0.466, -0.244, 0.546], [-0.107, -0.428, -0.306], [0.545, 0.187, 0.149], [-0.092, -0.162, -0.371], [0.501, 0.138, -0.003], [1.079, -0.286, -0.110], [0.081, -0.021, -0.475], [0.028, 0.074, 0.571], [-0.743, -0.321, 0.407], [0.223, 0.942, -0.656], [0.629, 0.117, 0.005], [-0.091, -0.049, 0.152], [0.085, -0.340, -1.976], [0.672, 0.264, -1.082], [0.252, -0.500, -0.605], [0.062, -0.616, -0.520], [-0.136, -0.019, -0.162], [0.252, -0.114, 0.137], [-0.125, 0.232, 0.196], [0.068, -0.234, -0.082], [0.173, -0.001, 0.126], [-0.157, 0.127, -0.014], [-0.018, -0.228, 0.274], [0.227, 0.181, 0.124], [0.021, -0.169, -0.182], [-0.041, -0.626, -0.617], [0.223, 0.184, 0.356], [-0.057, 0.553, -0.190], [-0.291, -0.253, 0.433], [0.545, 0.243, 0.379], [-0.241, 0.145, 0.053], [0.524, -0.603, -0.458], [-0.243, -0.051, 0.622], [-0.169, 0.223, -0.285]],
  "mulliken_charge": [-1.0380, 1.3540, 0.6529, 0.6750, 0.3432, 0.8398, -1.8820, 0.3992, 0.1864, 0.4247, -1.6699, 0.3349, 0.4365, 0.3832, -1.8891, 0.4575, 0.2500, 0.2738, -1.5157, 0.3578, 0.3627, 0.2554, -1.4740, 0.3717, 0.2479, 0.3231, -0.6567, -0.6125, -0.8453, -0.5034, -0.5371, -1.0492, 0.7756, 0.1185, 0.4757, 0.0389, 0.3416, -0.4481, 0.3746, 0.3829, 0.4473, 0.6774, 0.2560, -1.0155, 0.5218, 1.1917, 1.3097, -1.6661, -1.6097, 1.4944, -1.6046, -1.1247, -1.0470, 0.2993, 0.3722, 0.5946, 0.4807, 0.4042, 0.3048, 0.5405, 0.4451, 0.2800, -0.0922, 0.8460, 0.4635, 0.4862, 0.2323, -0.0996, -0.6141, 0.4584, 0.4509],
  "total_energy_ev": -77377.09888,
  "homo_lumo_gap_ev": 6.58,
  "total_charge": 1,
  "homo_energy_ev": -9.6,
  "e_above_lowest_ev": 1.240,
  "fmax_ev_per_a": 4.562,
  "e_lumo_ha": -0.110
}

***

Record 2
{
  "formula": "C43H45AsCuN2O2PS2Si",
  "method": "wB97M-V/def2-TZVPD",
  "symbols": ["Cu", "O", "N", "C", "C", "C", "C", "C", "C", "C", "P", "C", "C", "C", "C", "C", "C", "C", "C", "C", "C", "C", "C", "H", "H", "H", "H", "H", "H", "H", "H", "H", "H", "H", "H", "H", "H", "H", "H", "C", "C", "C", "C", "C", "C", "Si", "C", "C", "C", "C", "C", "C", "C", "C", "C", "C", "C", "C", "H", "H", "H", "H", "H", "H", "H", "H", "H", "H", "H", "H", "H", "H", "H", "S", "C", "N", "C", "C", "S", "H", "H", "H", "H", "H", "C", "As", "C", "C", "O", "H", "H", "H", "H", "H", "H", "H", "H", "H"],
  "positions_angstrom": [[-1.705, 0.555, -0.837], [-2.191, 0.298, 1.839], [-0.795, 0.339, 1.960], [-0.350, 0.491, 3.147], [1.064, 0.448, 3.369], [1.494, 0.316, 4.677], [2.826, 0.133, 5.005], [3.789, 0.097, 3.964], [3.429, 0.255, 2.673], [2.018, 0.480, 2.199], [0.271, -0.487, -0.895], [1.303, 0.414, -2.109], [0.788, 1.611, -2.606], [1.493, 2.367, -3.530], [2.734, 1.936, -3.972], [3.263, 0.748, -3.483], [2.555, -0.007, -2.561], [-0.017, -2.141, -1.651], [-1.093, -2.880, -1.157], [-1.371, -4.150, -1.635], [-0.590, -4.697, -2.644], [0.459, -3.958, -3.169], [0.748, -2.694, -2.674], [-2.580, 0.904, 2.489], [-1.019, 0.593, 4.005], [0.748, 0.322, 5.464], [3.127, 0.021, 6.037], [4.836, -0.028, 4.208], [4.205, 0.283, 1.928], [-0.168, 1.967, -2.239], [1.078, 3.297, -3.897], [3.289, 2.522, -4.693], [4.231, 0.404, -3.823], [2.988, -0.926, -2.193], [-1.724, -2.454, -0.386], [-2.200, -4.712, -1.223], [-0.804, -5.687, -3.023], [1.064, -4.367, -3.968], [1.571, -2.142, -3.104], [-0.080, -4.281, 3.880], [-0.988, -3.608, 3.076], [-0.548, -2.634, 2.191], [0.805, -2.324, 2.072], [1.706, -3.015, 2.893], [1.271, -3.975, 3.795], [1.588, -1.012, 0.975], [3.077, -1.896, 0.215], [2.810, -3.215, -0.179], [3.759, -3.989, -0.832], [5.014, -3.467, -1.104], [5.307, -2.166, -0.720], [4.350, -1.395, -0.076], [2.015, 1.824, 1.447], [2.799, 1.955, 0.303], [2.908, 3.166, -0.360], [2.225, 4.278, 0.113], [1.444, 4.161, 1.251], [1.344, 2.947, 1.918], [-0.423, -5.040, 4.570], [-2.044, -3.839, 3.143], [-1.280, -2.088, 1.610], [2.768, -2.803, 2.826], [1.987, -4.488, 4.423], [1.843, -3.659, 0.031], [3.512, -5.002, -1.123], [5.760, -4.069, -1.606], [6.283, -1.744, -0.924], [4.624, -0.379, 0.167], [3.334, 1.097, -0.088], [3.524, 3.234, -1.248], [2.306, 5.227, -0.400], [0.903, 5.017, 1.631], [0.742, 2.892, 2.816], [-1.815, 3.119, 0.392], [-2.775, 3.999, -0.624], [-2.926, 3.791, -1.935], [-4.009, 4.499, -2.597], [-4.163, 5.800, -1.823], [-3.753, 5.357, -0.107], [-2.564, 2.928, -2.311], [-4.929, 3.905, -2.549], [-3.763, 4.679, -3.642], [-5.175, 6.192, -1.871], [-3.465, 6.560, -2.170], [-6.212, 0.288, -2.179], [-4.837, 0.469, -0.858], [-5.472, 1.664, 0.500], [-4.538, -1.245, -0.053], [-3.451, 1.039, -1.585], [-7.158, 0.031, -1.705], [-5.927, -0.489, -2.886], [-6.310, 1.236, -2.705], [-6.233, 1.171, 1.104], [-5.890, 2.554, 0.032], [-4.621, 1.958, 1.114], [-5.469, -1.642, 0.351], [-3.805, -1.122, 0.745], [-4.147, -1.919, -0.814]],
  "atomic_forces_ev_per_a": [[0.213, 0.348, 0.219], [-0.197, -0.039, -0.020], [-0.036, 0.120, 0.019], [0.029, 0.032, 0.028], [0.000, 0.052, -0.109], [0.014, -0.041, 0.053], [-0.037, 0.007, 0.007], [0.021, -0.031, -0.024], [-0.076, -0.010, 0.078], [0.051, 0.027, 0.050], [-0.099, -0.057, -0.188], [0.031, 0.031, -0.004], [-0.017, -0.021, 0.038], [0.013, -0.001, 0.003], [0.011, -0.012, 0.007], [-0.001, 0.006, -0.002], [0.000, -0.001, 0.011], [0.060, -0.011, 0.031], [-0.006, -0.003, 0.019], [-0.009, 0.003, 0.008], [0.020, 0.015, 0.005], [-0.017, -0.029, -0.004], [0.021, 0.033, -0.017], [0.106, 0.005, 0.049], [-0.002, -0.019, -0.011], [0.003, 0.004, 0.001], [-0.003, -0.003, 0.000], [-0.005, -0.002, 0.005], [0.051, 0.035, -0.059], [0.001, 0.043, 0.002], [-0.014, -0.004, 0.002], [0.002, -0.002, -0.003], [0.001, 0.002, 0.000], [0.033, 0.016, 0.033], [0.013, 0.002, -0.015], [0.001, 0.001, -0.002], [-0.003, 0.003, -0.007], [-0.001, 0.001, 0.001], [-0.044, -0.042, 0.008], [0.029, -0.003, 0.012], [-0.005, 0.020, -0.012], [-0.040, 0.034, 0.010], [0.097, -0.084, -0.035], [-0.003, 0.000, -0.027], [-0.042, 0.002, -0.008], [-0.148, -0.013, 0.062], [0.012, 0.003, 0.009], [0.042, -0.020, 0.007], [-0.019, -0.003, -0.003], [-0.011, 0.016, 0.006], [0.003, 0.001, 0.005], [-0.003, -0.028, -0.051], [0.014, -0.020, -0.038], [-0.032, -0.008, -0.027], [-0.010, 0.023, 0.005], [0.017, -0.036, 0.001], [-0.008, -0.008, 0.001], [0.015, -0.002, 0.030], [0.000, 0.005, 0.006], [0.000, 0.000, -0.001], [0.025, -0.044, 0.011], [-0.003, -0.012, 0.001], [0.001, -0.004, -0.001], [-0.011, 0.013, -0.001], [0.010, 0.000, -0.005], [-0.001, -0.003, 0.000], [0.002, -0.009, -0.002], [0.002, 0.010, 0.025], [-0.036, 0.054, -0.004], [-0.012, 0.001, 0.001], [-0.001, 0.008, -0.004], [0.005, 0.008, -0.007], [0.019, -0.024, -0.019], [0.103, -0.166, 0.030], [-0.066, 0.075, -0.222], [0.150, 0.231, 0.031], [0.036, -0.008, 0.017], [-0.028, -0.008, 0.026], [-0.015, -0.007, 0.059], [-0.133, -0.112, 0.009], [-0.013, -0.001, -0.009], [-0.008, -0.008, -0.007], [0.003, 0.007, -0.003], [0.016, -0.009, 0.002], [0.015, 0.023, 0.017], [-0.175, -0.200, 0.084], [0.073, 0.026, -0.019], [-0.027, 0.011, 0.003], [0.038, -0.218, -0.141], [0.000, -0.007, 0.002], [0.013, -0.001, 0.003], [-0.010, 0.000, -0.002], [-0.003, 0.004, -0.003], [0.002, 0.016, -0.002], [-0.003, -0.003, -0.006], [-0.006, 0.008, -0.004], [-0.001, -0.005, -0.008], [-0.002, 0.014, -0.013]],
  "lowdin_spin": [0.0010, 0.0312, 0.1592, 0.0014, 0.1918, -0.0084, 0.2613, 0.0096, 0.1744, 0.0586, 0.0077, 0.0003, 0.0002, 0.0000, 0.0002, 0.0000, 0.0001, 0.0019, 0.0015, -0.0001, 0.0015, -0.0001, 0.0013, 0.0011, -0.0012, -0.0052, 0.0153, -0.0047, 0.0078, 0.0000, 0.0000, 0.0000, 0.0000, 0.0000, 0.0000, 0.0000, 0.0001, 0.0000, 0.0001, -0.0001, -0.0001, 0.0008, 0.0043, 0.0011, 0.0001, 0.0337, 0.0042, 0.0009, 0.0007, 0.0000, 0.0003, 0.0006, 0.0334, 0.0017, 0.0007, -0.0008, 0.0010, 0.0055, 0.0000, 0.0000, 0.0002, 0.0005, 0.0000, 0.0001, 0.0000, 0.0000, 0.0000, -0.0001, 0.0000, 0.0001, -0.0001, 0.0004, 0.0016, 0.0007, 0.0001, 0.0000, 0.0000, 0.0000, 0.0000, 0.0000, 0.0000, 0.0000, 0.0000, 0.0000, 0.0000, 0.0000, 0.0000, 0.0000, 0.0001, 0.0000, 0.0000, 0.0000, 0.0000, 0.0000, 0.0000, 0.0000, 0.0000, 0.0000],
  "multiplicity": 2,
  "total_energy_ev": -196706.29035,
  "homo_lumo_gap_ev": [7.16, 7.24],
  "total_charge": 1,
  "homo_energy_ev": [-9.0, -10.3],
  "s2": 0.804,
  "fmax_ev_per_a": 0.463,
  "e_lumo_ha": [-0.069, -0.111]
}